Record 1
DFT (ωB97M-V with the def2-TZVPD basis set) results for a structure of composition C3H6N in a non-equilibrium geometry.

Properties
**Net charge**: +1
**LUMO level**: -0.1677 Eh
**Calculated total energy**: -4686.3656 eV
**Gap between HOMO and LUMO**: 10.3233 eV
**Relative energy (zero: lowest compared OMol25 entry of this formula, charge and spin)**: 86.5 kcal/mol

CARTESIAN COORDINATES (ANGSTROEM)
1 C -2.46249 -0.25162 -0.14468
2 C -1.31713 -0.55262 0.10256
3 C 0.43344 -0.06052 0.72539
4 N 1.27296 0.26030 -0.42344
5 H -3.34365 -0.67488 -0.44373
6 H 0.85524 -0.82612 1.40693
7 H -0.03509 0.80287 1.14881
8 H 2.24561 -0.18126 -0.51823
9 H 1.51784 1.34982 -0.41453
10 H 0.83326 0.13402 -1.43909

***

Record 2
DFT (ωB97M-V with the def2-TZVPD basis set) results for the ion C3H6N with charge +1.

Properties
**Net charge**: +1
**LUMO level**: -0.2038 Eh
**Calculated total energy**: -4689.8511 eV
**Gap between HOMO and LUMO**: 10.3264 eV
**Relative energy (zero: lowest compared OMol25 entry of this formula, charge and spin)**: 6.1 kcal/mol

CARTESIAN COORDINATES (ANGSTROEM)
1 C -0.78019 -0.81004 -1.28037
2 C -0.77121 -0.37248 -0.04142
3 N 0.46894 0.00213 0.63200
4 C 0.90935 1.18685 0.68538
5 H 0.06880 -0.94807 -1.93711
6 H -1.73832 -1.06277 -1.70263
7 H -1.66347 -0.21089 0.52881
8 H 1.00533 -0.78293 0.99989
9 H 1.82119 1.45235 1.20076
10 H 0.33000 1.99926 0.25894